Entry 1:
Entry from the Open Molecules 2025 dataset: a structure of composition C35H80BF4N8O7 in a non-equilibrium geometry (the ωB97M-V functional and the def2-TZVPD basis).

Positions of all 135 atoms, in Å:
H (-1.15, 1.34, 0.32)
H (-1.38, -1.90, 1.64)
H (2.71, 1.64, -2.13)
O (-1.99, 1.80, 0.24)
H (3.05, 0.82, 0.56)
F (-0.33, 0.75, 0.78)
C (-2.16, 1.41, -2.59)
C (-4.66, 1.42, 1.44)
H (0.96, 2.26, 1.31)
C (-1.24, -2.46, -3.40)
H (1.07, -5.71, -2.28)
H (-5.94, 0.67, -1.28)
H (-4.30, -1.58, -0.06)
H (2.07, -3.86, 0.99)
F (1.78, 0.95, 0.57)
H (-1.54, 0.52, -2.71)
O (4.55, -1.11, -1.78)
C (1.52, 0.55, 4.66)
C (-5.36, -0.25, -1.28)
H (-0.83, 1.60, -3.99)
N (0.78, -2.92, -2.07)
C (-4.21, 2.54, -1.62)
H (-1.55, 2.28, -2.34)
H (-1.06, -0.96, -1.01)
C (1.55, -3.81, -1.16)
H (0.12, -0.35, 6.03)
N (3.86, 1.36, 0.30)
O (1.23, -1.61, -2.09)
C (-1.18, -4.38, -2.05)
H (-2.26, -4.43, -1.89)
H (3.96, 1.36, 3.58)
H (-1.74, 1.23, 1.80)
H (1.51, -5.88, -0.46)
C (0.55, -1.69, 2.25)
H (3.52, -2.89, -1.51)
H (2.16, 3.97, 4.41)
H (-0.79, 2.88, -5.66)
H (-5.18, 2.55, -1.12)
C (4.28, 0.29, -2.06)
C (1.81, 1.85, 3.86)
H (4.72, 0.82, -1.21)
H (-0.42, -0.56, 0.96)
C (0.25, 1.53, -3.82)
H (0.42, -0.08, -2.23)
H (-4.69, 0.55, -3.09)
H (3.06, -4.29, -2.54)
H (-2.73, 0.13, 2.60)
H (-3.95, -1.08, 2.30)
C (-0.83, 2.08, 3.64)
B (0.67, 0.61, -0.10)
F (0.87, -0.64, -0.59)
H (4.86, 0.63, -2.91)
H (3.52, -4.51, -0.84)
N (-2.88, 0.83, -0.29)
O (0.52, -2.47, 3.18)
C (2.15, 2.99, 4.90)
O (0.83, 1.66, -5.09)
O (4.43, 3.51, -0.15)
H (-3.49, 3.23, -1.19)
H (0.46, -3.33, 0.85)
N (2.34, 2.82, 0.13)
H (4.81, 1.00, 0.27)
H (-4.96, 1.29, 2.48)
H (-2.52, -1.94, -1.11)
H (-0.86, -1.49, -3.72)
H (-5.94, -1.03, -1.77)
H (3.12, 2.90, 5.38)
H (1.74, 2.02, 0.24)
H (-1.01, -3.09, -4.26)
H (6.22, -1.32, -3.04)
H (-0.81, 3.20, 5.57)
H (-4.39, 2.96, -2.61)
H (-2.07, 3.67, 4.51)
H (0.55, 3.82, -5.05)
N (1.53, -0.95, 1.87)
H (3.45, 2.38, 2.38)
H (-2.27, -1.03, 1.42)
H (-0.61, -4.88, 0.01)
C (2.77, 0.55, -2.10)
H (2.41, -1.04, -3.05)
H (-1.00, -6.27, -0.89)
C (3.07, 1.55, 2.98)
H (-2.64, 1.67, -3.53)
H (6.59, -0.85, -1.40)
H (2.20, 0.21, -1.23)
O (0.75, 2.90, 2.00)
F (0.55, 1.54, -1.13)
C (-0.96, 0.74, 4.51)
C (0.75, 0.13, -3.24)
H (2.34, 0.23, 5.30)
H (1.45, 3.12, 5.73)
H (-0.61, 4.21, 4.01)
H (-1.80, 2.89, 1.90)
N (-0.55, -1.32, 1.61)
C (-3.81, 0.31, 0.75)
H (0.28, -0.75, -3.68)
C (-1.89, 2.01, 2.54)
H (-4.17, 2.39, 1.53)
C (1.01, -5.32, -1.26)
H (-0.86, -0.13, 3.86)
C (1.42, -3.28, 0.33)
H (-5.67, 1.52, 1.06)
H (1.82, 3.67, -0.02)
H (-3.68, -0.76, -2.47)
H (0.68, 3.02, -6.65)
H (-2.86, 1.95, 3.02)
H (-2.33, -2.39, -3.47)
H (2.91, 0.68, 2.34)
C (-1.43, -1.99, -1.01)
H (6.13, -2.50, -1.78)
N (2.19, -0.07, -3.25)
H (0.95, -1.38, -1.21)
H (1.65, -2.22, 0.46)
H (0.50, 2.33, -3.12)
C (0.24, 0.57, 5.47)
C (3.01, -3.85, -1.54)
H (2.47, -1.12, 2.21)
C (-4.79, -0.62, 0.11)
C (-4.25, 0.13, -2.19)
C (3.64, 2.62, 0.05)
C (-0.56, -5.28, -1.01)
H (1.40, -0.29, 3.98)
C (-1.03, 3.33, 4.51)
H (-0.99, -4.86, -3.01)
H (-1.87, 0.70, 5.12)
H (-5.59, -0.82, 0.82)
H (1.28, -0.40, 1.06)
C (-3.14, -0.52, 1.82)
C (0.30, 2.93, -5.63)
H (0.19, 1.35, 6.24)
N (0.56, 2.07, 3.05)
C (5.92, -1.46, -2.01)
C (-3.34, 1.21, -1.65)
C (-0.72, -2.88, -2.05)
H (-1.19, -2.40, -0.03)

Calculated values
Total charge: -1

Entry 2:
Entry from the Open Molecules 2025 dataset: a structure of composition C35H80GaN2O4 in a non-equilibrium geometry (the ωB97M-V functional and the def2-TZVPD basis).

Positions of all 122 atoms, in Å:
C (1.91, 0.73, 4.85)
H (-5.84, -7.00, -4.18)
H (-1.71, 5.11, -1.39)
H (2.06, 5.92, 2.07)
H (-1.85, -2.80, 0.78)
H (-1.67, -2.59, -2.28)
H (0.52, 4.21, 1.23)
C (-4.48, -6.16, -5.63)
H (3.90, 0.25, -1.82)
H (4.80, 4.62, -4.68)
C (-1.55, -3.79, -5.48)
C (0.94, 4.10, 2.23)
H (-0.93, -5.06, -3.88)
H (-1.68, -5.45, -1.16)
H (2.85, 2.19, 6.11)
H (-0.96, 7.52, 6.12)
H (3.73, 1.60, -3.57)
H (0.50, 7.63, 5.14)
H (3.78, 0.69, 7.81)
H (-3.10, -7.39, -6.74)
H (0.86, -0.11, 7.34)
H (1.72, 0.90, 1.76)
C (-1.22, -5.66, 2.28)
H (1.81, 3.44, 2.16)
H (-1.00, -6.49, -5.89)
H (0.69, 1.16, 0.51)
H (5.09, 2.22, -4.67)
C (-4.83, -7.19, -4.57)
H (-0.32, -6.14, -0.31)
H (3.25, -0.73, 6.93)
H (-2.46, -6.60, 0.81)
O (3.33, 1.87, 0.10)
Ga (0.44, 0.99, -2.58)
C (1.12, 4.85, 5.27)
C (1.67, 0.32, 7.94)
H (3.96, 1.04, 5.40)
C (-1.08, -5.35, -0.25)
H (3.59, 1.29, -5.39)
H (0.34, 1.63, 9.02)
H (1.98, 1.42, 4.00)
H (1.22, -1.41, -1.65)
C (0.96, 1.73, -4.43)
H (3.05, -0.83, 3.87)
H (-4.40, 0.86, -3.46)
C (3.97, 2.01, -4.61)
H (2.04, 2.13, 9.07)
H (-0.66, -3.93, -6.09)
C (-2.34, 3.32, -2.54)
H (3.38, -1.11, -0.74)
N (1.46, 0.56, 0.82)
C (1.26, 1.70, 8.43)
C (2.98, 1.13, 5.87)
H (-1.91, -5.90, 3.10)
C (-1.92, -6.31, -5.32)
H (0.24, -3.92, -1.16)
H (-0.82, 5.56, 4.60)
O (1.23, 3.97, -3.53)
H (-2.82, -1.73, -1.24)
H (-3.73, 0.91, -1.75)
H (0.11, 2.05, -5.11)
H (-4.53, -5.16, -5.21)
C (3.92, 4.32, -4.00)
H (1.56, 0.93, -4.97)
C (2.00, 5.40, 4.15)
C (-2.20, 0.62, -3.44)
N (3.15, 3.28, -4.74)
H (1.30, -0.90, 3.57)
C (-1.98, -5.63, 0.95)
H (-1.76, 2.72, -1.76)
H (2.35, 6.40, 4.42)
H (0.35, -3.97, 0.59)
C (-2.22, -2.64, -1.34)
H (4.37, 3.84, -3.08)
H (-2.41, -3.62, -6.15)
H (1.94, -1.43, 5.13)
H (0.60, 7.11, 6.84)
H (0.89, 3.80, 5.07)
H (-0.44, -6.42, 2.26)
H (-4.14, -7.16, -3.73)
H (1.78, -0.34, 8.81)
H (3.34, 5.27, -3.81)
H (-1.97, -7.12, -4.59)
H (-1.42, -2.88, -4.89)
C (2.60, 0.85, -0.06)
C (-0.36, -4.00, -0.24)
H (-2.66, -4.80, -3.94)
H (0.91, 0.87, 5.27)
H (-2.98, -5.68, -7.09)
H (-2.55, -0.35, -3.96)
C (0.00, 7.05, 5.92)
C (-0.19, 5.60, 5.50)
H (0.61, 2.16, -1.47)
H (0.47, 6.13, 2.79)
H (-5.24, -6.20, -6.42)
O (-1.27, 0.23, -2.43)
H (-0.76, -4.70, 2.50)
C (3.00, -0.13, -1.23)
H (1.70, 4.86, 6.20)
C (-1.78, -4.98, -4.57)
C (-3.11, -6.40, -6.27)
H (-2.63, 5.55, -2.93)
H (1.07, 2.38, 7.60)
C (1.79, -0.56, -2.19)
C (2.98, 0.31, 7.16)
H (2.15, -1.01, -3.17)
H (-1.70, 3.40, -3.49)
H (-0.65, -1.88, -0.11)
H (2.90, 4.78, 4.08)
H (-4.82, -8.20, -4.98)
H (-2.78, -4.88, 1.01)
C (-2.59, 4.83, -2.06)
H (-1.79, 1.29, -4.26)
C (-3.54, 1.27, -2.82)
H (0.18, 3.63, 2.86)
C (2.06, -0.69, 4.33)
C (-1.28, -2.78, -0.15)
H (-2.92, -3.49, -1.40)
C (1.81, 3.07, -4.20)
O (-3.59, 2.71, -2.95)
H (-3.58, 4.81, -1.49)
H (-0.75, 5.08, 6.29)
C (1.35, 5.47, 2.77)

Calculated values
Total charge: -1
Energy relative to the best compared isomer or geometry (same formula, charge and spin) in eV: 1.8907

Entry 3:
Entry from the Open Molecules 2025 dataset: a cluster of 6 separate species, C35H81FN4O7 in total in a non-equilibrium geometry (the ωB97M-V functional and the def2-TZVPD basis).

Positions of all 128 atoms, in Å:
C (4.98, -0.18, 2.05)
H (-0.16, 3.50, 1.72)
C (-8.47, -0.30, -3.93)
N (-2.89, -1.91, 0.74)
H (-3.39, -1.08, -2.30)
H (-8.40, 1.16, -2.33)
H (1.78, 3.81, 6.30)
H (-9.22, -0.93, -3.45)
N (5.23, 2.30, -1.20)
O (-1.88, 1.34, 5.85)
H (0.86, -2.13, 2.05)
C (-2.86, -0.58, -3.11)
H (-7.95, 4.08, -4.62)
H (4.97, 5.32, 2.54)
C (-0.46, -2.18, 0.34)
H (-2.30, -1.23, 6.92)
C (5.67, 4.23, 0.82)
H (9.30, -1.83, -0.21)
C (4.59, 3.17, 0.96)
H (4.83, -1.05, 2.68)
H (-4.19, -7.40, -6.66)
H (-7.46, 3.76, -2.95)
H (-7.29, -0.18, -2.14)
H (-3.09, -0.35, -5.26)
H (-1.71, -3.37, 1.63)
H (-3.73, 0.82, 6.63)
C (5.91, 4.94, 2.14)
C (-3.66, -5.05, -4.45)
H (6.58, 3.80, 0.40)
C (7.42, -2.10, 0.73)
H (-2.86, -7.50, -5.51)
C (-3.14, -7.15, -6.50)
H (-4.60, -0.60, -4.38)
H (-1.35, 1.51, -4.16)
O (3.74, 3.44, -2.66)
H (-8.97, 0.35, -4.65)
H (-7.78, -0.94, -4.48)
H (7.98, -0.09, 0.30)
H (1.30, -3.31, 0.83)
C (-3.13, 0.16, 4.09)
H (-7.32, 1.74, -5.26)
H (-2.53, -7.69, -7.23)
O (-3.77, -4.86, -5.85)
H (-0.92, -0.82, -5.00)
H (-3.28, -1.13, 1.24)
H (-1.97, -3.73, -4.20)
C (6.48, 0.05, 1.78)
H (10.29, -3.79, 0.82)
H (-0.93, 3.60, 3.30)
C (7.05, -0.61, 0.53)
H (1.58, 3.55, 3.52)
H (0.35, 1.30, -4.57)
H (-8.85, 2.93, -3.65)
O (2.84, -0.87, 1.36)
C (-1.59, -2.32, 1.34)
H (-3.96, -6.07, -4.18)
H (4.59, 2.82, 2.00)
O (-6.62, 1.23, -3.38)
H (-5.96, 2.65, -4.63)
H (9.39, -1.74, 1.54)
O (1.00, 5.40, 4.27)
C (8.93, -2.30, 0.71)
H (-3.80, -0.40, 4.74)
C (-1.79, 0.45, 4.75)
H (-2.76, -1.63, -0.22)
H (0.33, -1.02, -3.79)
C (4.46, 2.90, -1.96)
H (-0.58, -1.21, -0.16)
H (0.27, 5.81, 6.09)
H (-3.48, -1.96, -4.65)
C (-7.72, 0.50, -2.87)
C (0.73, 3.71, 6.03)
H (-2.80, -0.58, 8.48)
H (-1.87, -5.40, -6.47)
H (-0.58, -2.94, -0.43)
C (1.95, -1.32, 0.37)
O (-1.53, -1.06, -3.04)
H (0.63, 2.85, 5.37)
H (2.83, 1.42, 0.76)
C (-0.62, -0.53, -3.99)
N (9.29, -3.71, 0.68)
H (6.31, 4.23, 2.87)
H (7.02, -0.37, 2.63)
C (-2.28, -4.73, -3.90)
C (-6.92, 2.21, -4.36)
H (6.71, 1.11, 1.77)
C (-3.55, -0.89, -4.43)
C (-7.85, 3.31, -3.86)
C (3.68, 1.05, 0.19)
H (4.43, -1.00, 0.10)
C (4.06, -0.30, 0.85)
H (-0.17, 1.27, -2.88)
H (-1.16, -0.29, 7.87)
H (8.85, -4.21, 1.45)
C (-2.21, -0.37, 7.59)
H (-1.13, 0.94, 4.04)
H (4.62, 0.67, 2.64)
C (1.07, 4.47, 3.20)
H (-1.52, -5.43, -4.26)
H (-2.64, 1.73, 7.66)
H (6.43, -0.49, -0.35)
H (-1.42, -1.72, 2.23)
H (-3.14, -5.36, -7.68)
C (-2.68, 0.91, 6.93)
H (-2.29, -4.78, -2.81)
H (1.70, 4.93, 2.44)
H (7.03, -2.71, -0.08)
C (0.94, -2.30, 0.98)
H (2.47, -1.80, -0.47)
F (3.33, 3.77, 0.76)
H (3.31, 0.82, -0.80)
H (1.38, -0.48, -0.05)
C (-2.92, -5.65, -6.66)
H (-1.30, -0.49, 5.06)
N (4.76, 2.02, 0.14)
H (-0.81, 5.05, 2.29)
H (0.15, 3.50, 6.93)
H (5.30, 4.94, 0.08)
H (-2.97, -0.44, 3.19)
H (-0.82, 4.87, 5.08)
H (-3.62, 1.09, 3.81)
C (0.23, 4.98, 5.37)
C (-0.29, 4.14, 2.59)
C (-0.44, 0.98, -3.89)
H (-2.90, 0.49, -2.90)
H (6.62, 5.76, 2.02)
H (7.05, -2.46, 1.70)
H (-4.39, -4.38, -4.01)

Calculated values
SMILES: CC[C@@H](F)N(C[C@@H](CCCCCN)OCCCCN)N=C=O.CCOCC.CCOCC.CCOCC.CCOCC.CCOCC

E / a.u.: -2769.90046 -3716.79695 -2227.56286
Highest occupied orbital energy / eV: -5.0 -5.1 -9.1
Gap between HOMO and LUMO / eV: 7.4 7.6 9.6